[1]
A molecular structure, C26H29AsN2O2RhS2. Source: the Open Molecules 2025 dataset; level of theory: ωB97M-V/def2-TZVPD.

Calculated values
max |F|	3.87	eV/Å
net charge	+1
E_tot	-120020.2756	eV
frontier orbital gap (spin up / spin down)	0.203 / 0.203	Eh
highest occupied orbital energy (spin up / spin down)	-10.217 / -10.217	eV

Last column: natural (NBO) charge in e.
CARTESIAN COORDINATES (ANGSTROEM)
Rh -0.01843 -1.79073 -0.86362  0.3817
O -1.60373 4.10933 -6.19151  -0.6486
C -0.58233 3.44243 -5.63927  0.7637
O 0.54495 3.65319 -5.99836  -0.5353
C -0.90070 2.44840 -4.57377  -0.1354
C -2.19202 2.09853 -4.17944  -0.1851
C -2.40775 1.13473 -3.22171  -0.2198
C -1.33447 0.45473 -2.61352  0.1817
C -0.03938 0.89229 -2.94764  -0.2186
C 0.17210 1.83905 -3.91622  -0.1444
N -1.49597 -0.56555 -1.71025  -0.4375
C -2.70088 -1.05882 -1.39185  0.0701
C -2.81793 -2.05539 -0.41382  0.1819
C -4.05009 -2.43281 0.17405  -0.2014
C -4.08021 -3.39300 1.14781  -0.1574
C -2.88314 -4.01276 1.53921  -0.2021
C -1.70994 -3.61030 0.94154  0.0497
N -1.66333 -2.66345 0.00869  -0.4508
H -2.46915 3.87812 -5.83465  0.4843
H -3.06835 2.55966 -4.61739  0.2080
H -3.42445 0.91948 -2.93621  0.2089
H 0.81467 0.47134 -2.43377  0.2426
H 1.17231 2.13161 -4.19374  0.2554
H -3.60034 -0.70704 -1.87912  0.2076
H -4.94710 -1.92938 -0.14521  0.2344
H -5.00708 -3.68098 1.61667  0.2420
H -2.87200 -4.79671 2.27626  0.2451
H -0.77239 -4.07435 1.21798  0.2315
C 4.12135 -3.59501 0.34992  -0.6598
C 2.97368 -2.93456 -0.33601  -0.1454
S 1.40674 -3.25304 0.28124  0.0707
C 3.10252 -2.14806 -1.45422  -0.1986
C 4.39564 -1.60341 -1.94709  -0.6525
S 1.69779 -1.81162 -2.40197  0.0924
H 3.74605 -4.28161 1.10401  0.2350
H 4.76763 -2.86467 0.83653  0.2348
H 4.71160 -4.15523 -0.37645  0.2366
H 5.23782 -2.14400 -1.52267  0.2254
H 4.48518 -0.55559 -1.65292  0.2299
H 4.44438 -1.63713 -3.03323  0.2419
C -0.11044 1.97446 0.44863  -0.9442
As 0.11293 0.11566 1.04396  1.0571
C -1.51996 -0.04209 2.11305  -0.9609
C 1.50466 0.20579 2.50136  -0.6972
C 1.25367 1.37036 3.38777  0.0261
C 1.88321 2.58921 3.13528  -0.2431
C 1.67325 3.67599 3.96323  -0.1953
C 0.80696 3.57386 5.04118  -0.2039
C 0.16020 2.37369 5.28966  -0.1872
C 0.38448 1.27821 4.47573  -0.2543
H -0.24591 2.65029 1.29562  0.2526
H -0.99689 2.01495 -0.18628  0.2376
H 0.74586 2.30196 -0.14049  0.2452
H -1.61328 0.81443 2.78356  0.2506
H -1.49896 -0.96019 2.70100  0.2371
H -2.38847 -0.07204 1.45533  0.2291
H 2.48144 0.27543 2.01687  0.2447
H 1.44828 -0.74330 3.04128  0.2478
H 2.55816 2.67121 2.29329  0.2124
H 2.18742 4.60381 3.76810  0.2248
H 0.63609 4.42514 5.68128  0.2258
H -0.51854 2.29015 6.12475  0.2219
H -0.09740 0.33536 4.69753  0.2109

Cartesian forces, eV/Å:
Rh 2.4 -0.3 1.3
O -0.2 0.2 -0.3
C 0.5 0.2 -0.2
O -0.4 -0.1 0.1
C 0.1 -0.5 0.5
C 0.1 0.2 -0.2
C 0.2 -0.5 0.4
C 0.1 2.0 -1.5
C -0.2 -0.6 0.6
C -0.4 0.5 -0.5
N -2.4 -2.8 1.2
C 2.2 2.3 -1.6
C -0.2 -2.4 2.1
C 0.7 0.7 -0.9
C 0.6 -0.6 0.6
C -0.8 0.4 -0.4
C 0.1 -0.2 0.1
N -0.9 1.1 -0.3
H 0.2 -0.1 0.1
H 0.0 0.0 0.0
H -0.1 0.0 -0.1
H -0.2 0.0 -0.1
H 0.1 0.0 0.0
H -0.1 0.2 0.1
H -0.2 0.0 -0.1
H -0.1 0.0 0.0
H 0.0 -0.1 0.1
H 0.0 0.1 0.0
C 0.1 0.0 0.1
C -0.6 0.1 -0.1
S -0.3 0.9 -0.7
C -0.8 -0.3 -0.5
C 0.3 -0.1 -0.1
S -0.1 0.9 1.2
H 0.1 -0.1 0.1
H 0.1 0.0 0.0
H 0.1 0.0 0.1
H 0.1 0.0 -0.1
H 0.0 0.0 0.0
H 0.1 0.0 -0.1
C 0.1 -0.2 -0.1
As -0.2 -0.6 -0.3
C 0.1 0.0 0.0
C -0.2 -0.3 -0.6
C 0.0 0.3 0.2
C 0.0 -0.2 0.0
C -0.1 0.1 0.0
C 0.0 0.0 -0.1
C -0.1 0.1 0.1
C 0.2 -0.1 -0.1
H 0.1 -0.2 0.0
H 0.0 -0.1 0.0
H 0.0 -0.1 0.0
H 0.1 -0.1 -0.1
H 0.0 0.0 0.0
H 0.1 0.0 0.0
H -0.1 -0.1 0.0
H 0.0 0.0 -0.2
H 0.1 0.0 0.0
H 0.0 0.1 0.0
H 0.0 0.1 0.1
H 0.0 0.0 0.1
H 0.0 -0.1 0.0



[2]
A molecular structure, C26H29CdI2N2O2S4Sb2. Source: the Open Molecules 2025 dataset; level of theory: ωB97M-V/def2-TZVPD.

Calculated values
max |F|	10.24	eV/Å
net charge	-2
2S+1	2
E_tot	-111676.2731	eV
frontier orbital gap (spin up / spin down)	0.094 / 0.208	Eh
highest occupied orbital energy (spin up / spin down)	0.744 / -2.374	eV

Last column: Löwdin spin population.
CARTESIAN COORDINATES (ANGSTROEM)
Cd 3.82063 -1.52411 1.28770  0.0034
I 7.73156 1.77515 2.84323  0.0001
C 5.70671 1.49200 3.66643  0.0002
C 5.30457 2.31781 4.70903  -0.0002
C 4.13723 2.39070 5.16996  0.0000
I 3.44392 3.46388 6.83510  0.0003
C 3.15236 1.36512 4.82400  0.0009
C 1.75942 1.34636 5.07664  0.0018
C 0.94250 0.46311 4.39350  0.0019
C 1.41573 -0.38995 3.36612  0.0022
N 2.66649 -0.41603 3.06563  0.0055
C 3.50388 0.37000 3.80892  0.0020
C 4.92555 0.35419 3.17193  0.0001
O 5.48737 -0.65610 2.62397  0.0000
H 6.27896 3.21191 5.04123  0.0000
H 1.21166 2.16165 5.65249  0.0006
H -0.20284 0.45816 4.95424  0.0005
H 0.84258 -0.89674 2.61008  -0.0001
C -0.64304 -3.09600 -1.67846  0.0005
Sb -1.14744 -2.39504 0.26150  0.0028
C -2.29315 -4.13812 0.77469  0.0016
C -2.96830 -1.27022 -0.32278  0.0005
C -3.65053 -1.46043 -1.60537  0.0001
C -4.31221 -2.69511 -1.70323  0.0000
C -5.03466 -2.94662 -2.84339  0.0001
C -5.35441 -1.91565 -3.86559  0.0000
C -4.71816 -0.57230 -3.68990  0.0001
C -3.91649 -0.40905 -2.58806  0.0000
C -3.24731 1.04393 -2.54396  0.0003
Sb -1.20831 0.77643 -3.71536  0.0010
C -1.99138 1.87057 -5.51476  0.0001
C -0.22909 2.53271 -2.95173  0.0057
H -1.34985 -3.72560 -2.39351  0.0000
H -0.12622 -3.97811 -1.23021  0.0001
H 0.17821 -2.69994 -2.13150  0.0000
H -2.54287 -4.05118 -0.25411  0.0001
H -3.00061 -3.67395 1.44654  0.0000
H -1.65548 -5.07689 0.73183  0.0001
H -2.76493 -0.28095 -0.23974  0.0001
H -3.93772 -1.46286 0.36798  0.0001
H -4.07792 -3.48337 -1.22406  0.0000
H -5.41883 -4.09281 -3.07103  0.0000
H -5.92885 -2.55758 -4.74805  0.0000
H -4.91345 0.15869 -4.59750  0.0000
H -2.62410 1.51928 -1.71424  0.0002
H -3.11982 1.64984 -3.54767  0.0000
H -1.96659 2.79843 -5.41442  0.0001
H -3.01108 1.61667 -5.41395  0.0000
H -1.83178 1.33341 -6.50217  0.0000
H 0.95312 2.89534 -3.30375  0.0028
H -0.57045 2.13620 -1.98460  -0.0001
H -0.49664 3.31067 -3.73106  0.0008
S 4.72050 -0.71145 -0.74655  0.0075
S 3.26047 -1.69142 -1.97179  0.0038
S 3.05159 -3.64690 -1.19948  -0.0002
S 2.35430 -3.47183 0.71841  0.0026
O -0.33468 0.66522 -0.86956  0.0459
N 0.39723 1.38607 0.00787  0.1848
C -0.17519 2.02371 1.01803  0.0163
C 0.53917 2.85786 1.80261  0.1660
C 1.96659 2.67143 1.95445  0.1307
C 2.52534 1.95951 1.05157  0.0561
C 1.74209 1.38599 -0.10224  0.2984
H -1.23641 2.21239 0.97017  -0.0014
H -0.19192 3.53842 2.45987  0.0161
H 2.40877 3.12041 2.79902  0.0052
H 3.54451 1.81500 0.83713  -0.0015
H 2.21970 0.93807 -0.88810  0.0332

Cartesian forces, eV/Å:
Cd -0.5 -0.2 0.6
I -1.4 -0.3 0.6
C 0.3 -2.0 -1.7
C 9.3 3.8 -1.9
C -7.6 -1.6 3.3
I 0.6 0.6 0.2
C 0.0 -0.8 -2.7
C -0.6 0.8 0.0
C -3.2 -0.1 2.6
C -1.6 0.6 0.2
N 2.1 0.8 1.4
C 2.4 0.9 -1.5
C 1.6 1.1 3.7
O -1.7 1.0 -0.4
H -3.4 -2.9 -0.8
H 1.2 -1.4 -0.4
H 3.1 -0.2 -2.7
H -1.0 -0.4 0.4
C -2.3 -4.4 0.7
Sb 0.5 2.2 -0.1
C 1.9 -0.4 -1.5
C -2.7 -2.2 1.5
C -1.5 0.2 -1.1
C -0.9 5.5 -5.7
C -2.4 -0.5 -3.2
C 1.1 -2.6 1.0
C -2.9 -3.4 -3.3
C 2.0 2.4 1.2
C 2.7 -0.4 -1.5
Sb 1.3 -1.2 -0.9
C -0.2 -9.6 -1.2
C 2.9 1.6 -4.0
H 0.9 2.0 1.3
H 0.1 0.0 -0.1
H 1.8 1.9 -1.6
H -1.7 -0.7 -0.7
H -0.3 -1.2 0.5
H -1.1 1.1 1.4
H 1.1 3.0 0.7
H 2.6 0.3 -0.6
H 1.6 -5.0 4.3
H 0.9 3.1 0.7
H 1.4 3.0 1.8
H 0.7 -1.1 2.5
H -1.5 -1.0 -0.6
H -2.3 -0.6 2.3
H 1.0 8.3 0.2
H -1.7 -0.3 0.2
H 0.7 1.2 1.0
H -2.5 -2.4 2.0
H 0.8 1.9 0.8
H -1.6 -0.2 2.0
S -0.2 -0.4 -1.4
S 0.3 -0.3 0.8
S 0.5 0.6 -0.6
S -0.1 0.0 0.4
O -0.5 -0.2 0.2
N -1.1 -1.5 -0.7
C -0.7 1.6 -0.9
C -2.2 1.5 2.9
C -2.8 2.5 2.7
C -0.1 -3.1 -6.3
C 1.8 1.9 4.0
H -0.3 -0.7 -0.2
H 2.3 -1.4 -1.1
H 1.0 0.5 0.7
H 1.5 -0.1 0.6
H 0.7 -1.2 -1.8



Calculated ΔE to the lowest compared entry with this formula, charge and spin in order - 1.3262 13.4051 eV